23
Properties=species:S:1:pos:R:3:forces:R:3:nbo_charge:R:1 method="wB97M-V/def2-TZVPD" energy_ha=-384.49987 de_lowest_kcal_mol=82.8 e_lumo_ha=0.035 spin_multiplicity=1 max_force_ev_per_a=4.5 smiles=C[C@]12CCN[C@@H]1[C@H](N)C2
C 0.0487 0.8748 1.4499 -0.71 2.17 1.70 -0.64
C -0.2510 0.7254 -0.0394 0.46 -1.60 -1.30 -0.11
C -1.6897 0.7225 -0.4817 2.58 -2.84 -0.52 -0.40
C -2.0638 -0.7508 -0.0373 -2.50 0.87 1.71 -0.23
N -0.9002 -1.6041 0.1551 1.13 0.17 -2.24 -0.61
C 0.0491 -0.7139 -0.5430 -1.40 -0.12 -2.14 -0.05
C 1.4943 -0.3835 -0.7367 1.16 -0.08 1.14 -0.03
N 2.3107 -0.7451 0.4826 0.77 -1.94 -1.25 -0.84
C 0.9657 1.1121 -0.8530 2.11 0.81 -0.88 -0.39
H 0.9106 1.5699 1.6978 -1.11 -0.41 -0.76 0.23
H 0.3633 0.0409 2.0622 -0.24 -0.84 -0.40 0.22
H -0.8635 1.3067 1.9822 1.03 -0.43 -0.58 0.21
H -1.7743 0.7445 -1.5635 -0.10 0.67 0.06 0.21
H -2.2246 1.3564 0.0599 -2.85 3.10 1.67 0.20
H -2.6839 -0.6301 0.9751 0.98 -0.83 -2.34 0.20
H -2.6170 -1.1222 -0.8982 -0.64 -0.47 0.58 0.20
H -0.6151 -1.5639 1.0784 0.32 -0.16 2.45 0.35
H -0.2341 -0.8164 -1.6645 -0.24 0.54 1.63 0.18
H 1.9593 -0.6835 -1.6698 0.13 -0.60 -0.02 0.18
H 3.2485 -0.9492 0.0816 -0.42 0.68 0.67 0.36
H 2.0712 -1.7645 0.7432 -0.08 2.06 -0.46 0.35
H 1.6476 1.8108 -0.3405 -0.28 -0.02 -0.32 0.21
H 0.8482 1.4631 -1.9404 -0.11 -0.73 1.58 0.22